*A*
14
Properties=species:S:1:pos:R:3:mulliken_charge:R:1 method="wB97M-V/def2-TZVPD" lumo_ev=0.70 e_homo_ev=-8.90 homo_lumo_gap_ha=0.3529 charge=0
H 2.7471 -1.3827 0.2154 0.2605
N 2.5581 -0.3594 -0.0685 -0.7390
C 1.2949 -0.2308 0.0549 0.1965
N 0.8455 1.1649 0.2386 -0.1254
O -0.3690 1.5053 -0.3292 -0.2842
C -1.4849 0.7673 -0.1069 -0.3397
C -1.1556 -0.5558 0.4816 -0.0983
O -0.8640 -1.7893 -0.0975 -0.3993
C 0.1401 -0.9514 -0.3842 0.0237
H 1.4619 1.8804 0.4392 0.2396
H -1.8589 0.2433 -1.2061 0.2830
H -2.2226 1.0358 0.5658 0.3255
H -1.1502 -0.7299 1.6103 0.2983
H 0.0574 -0.5978 -1.4135 0.3589

***

*B*
14
Properties=species:S:1:pos:R:3:mulliken_charge:R:1 method="wB97M-V/def2-TZVPD" lumo_ev=-0.19 e_homo_ev=-9.95 homo_lumo_gap_ha=0.3586 charge=0
C 0.2914 0.2862 -2.4852 -0.7509
C 1.0307 0.2397 -1.2422 -0.1467
N 0.2918 -0.1218 -0.2312 -0.2208
N 1.0336 -0.4582 1.0037 -0.6086
C 0.2904 -0.3232 2.0171 0.0022
C -1.2265 -0.0935 2.2809 0.5444
O -1.6403 -0.0023 3.4060 -0.5421
O -1.9101 -0.0526 1.2040 -0.5056
H 0.6557 -0.6230 -3.0861 0.2412
H -0.8586 0.1025 -2.2034 0.1996
H 0.4179 1.2965 -2.9475 0.3108
H 2.0631 0.1621 -1.0349 0.4850
H 0.8240 -0.4101 2.9387 0.4075
H -1.2632 -0.0023 0.3800 0.5842

***

It comes down to *B*, which is 555.0 kJ/mol more stable than the next structure.

***

*A*
14
Properties=species:S:1:pos:R:3:mulliken_charge:R:1 method="wB97M-V/def2-TZVPD" lumo_ev=-0.16 e_homo_ev=-9.69 homo_lumo_gap_ha=0.3503 charge=0
C -1.5577 -0.8307 -0.3321 -1.0114
C -0.5558 -0.3732 0.6603 0.4787
C 1.3776 -1.4684 -0.9088 0.6066
O -0.4676 -0.5033 1.8250 -0.4588
N 1.7822 -2.3683 -1.5064 -0.4852
H -1.4278 -1.9061 -0.4502 0.3757
H -2.5491 -0.6465 0.0831 0.3260
H -1.4315 -0.3659 -1.3052 0.3165
N 0.9910 1.8169 0.9456 -0.3641
C 0.3379 1.1649 -0.0287 0.5178
O 0.0571 1.5955 -1.1228 -0.5299
H 1.1685 1.3732 1.8332 0.2278
H 1.3416 2.7517 0.8031 0.2384
H 0.9337 -0.2399 -0.4961 -0.2380

***

*B*
14
Properties=species:S:1:pos:R:3:mulliken_charge:R:1 method="wB97M-V/def2-TZVPD" lumo_ev=0.40 e_homo_ev=-8.70 homo_lumo_gap_ha=0.3344 charge=0
H 2.7958 0.9994 -0.3727 0.2396
N 1.8429 0.7766 -0.6668 -0.5968
C 1.1928 0.1093 0.2310 0.2268
O 1.8267 -0.6916 1.1108 -0.5308
C -0.2410 0.0775 0.0110 1.0074
C -1.1881 -0.9442 0.5571 -1.5538
N -0.7686 1.4441 -0.3385 -0.5711
C -0.3210 0.8018 -1.4314 0.4738
O -0.2538 0.6543 -2.6069 -0.4935
H 1.2005 -1.1022 1.7234 0.3284
H -0.7284 -1.9362 0.5496 0.3921
H -2.0976 -1.0100 -0.0487 0.3819
H -1.4807 -0.7088 1.5876 0.3588
H -1.7795 1.5300 -0.3054 0.3372

***

*C*
14
Properties=species:S:1:pos:R:3:mulliken_charge:R:1 method="wB97M-V/def2-TZVPD" lumo_ev="-0.19 / -0.19" e_homo_ev="-8.23 / -8.23" homo_lumo_gap_ha="0.2954 / 0.2953" charge=0
C 0.4320 -2.2146 -0.8132 -1.1208
C 1.0104 0.2624 -0.6568 0.4000
C 0.3951 -0.7965 -0.3745 0.2558
N -1.5543 2.2488 0.8002 -0.4114
O -0.7665 1.1161 0.5670 -0.2595
O 1.7516 1.2954 -0.8850 -0.4667
C -0.7826 -0.3110 0.9156 0.4096
N -1.3535 -0.9875 1.6944 -0.6016
H 2.2578 1.5492 -0.0964 0.3780
H -1.2065 2.7641 1.6023 0.2311
H -1.4825 2.8008 -0.0527 0.2550
H -0.5951 -2.5753 -0.8862 0.3012
H 0.9394 -2.8123 -0.0542 0.2801
H 0.9547 -2.3396 -1.7605 0.3493

***

It comes down to *B*, which is 35.5 kJ/mol more stable than the next structure.

***

*A*
14
Properties=species:S:1:pos:R:3:mulliken_charge:R:1 method="wB97M-V/def2-TZVPD" lumo_ev=0.79 e_homo_ev=-8.03 homo_lumo_gap_ha=0.3239 charge=0
N -0.7955 1.4110 -2.2391 -0.4824
C -0.6253 0.6267 -1.1337 0.5409
C -1.4813 0.4293 -0.0642 -0.6048
O -0.8833 -0.5048 0.7831 -0.3451
C 0.3713 -0.4511 0.3303 0.6519
C 1.4437 -1.0437 1.1894 -0.3703
O 1.4141 -0.5457 2.5040 -0.5152
N 0.5112 -0.0973 -0.9296 -0.6057
H -1.7414 1.5438 -2.5555 0.2410
H -0.1083 1.2518 -2.9627 0.2644
H -2.3547 0.9376 0.2983 0.3840
H 1.3141 -2.1405 1.1843 0.2105
H 2.4202 -0.8133 0.7618 0.2971
H 0.5152 -0.6040 2.8336 0.3338

***

*B*
14
Properties=species:S:1:pos:R:3:mulliken_charge:R:1 method="wB97M-V/def2-TZVPD" lumo_ev=0.16 e_homo_ev=-9.69 homo_lumo_gap_ha=0.3620 charge=0
O 2.2622 -0.7507 -0.2572 -0.5314
C 2.0770 0.5308 0.0834 0.1799
N 0.8263 1.1903 0.2470 -0.2652
C -0.6160 1.0097 -0.0473 0.1048
O -1.2384 1.9702 -0.3103 -0.5324
C -1.3286 -0.1138 0.0156 0.2013
C -0.7790 -1.5157 -0.5648 -0.2257
N -0.8766 -1.1588 0.8546 -0.5348
H 3.0587 1.2764 0.2420 0.2777
H 0.6212 2.3482 0.2420 0.3291
H -2.5421 -0.0924 -0.0392 0.2942
H -1.7457 -2.1206 -0.6151 0.2280
H 0.3326 -1.8119 -1.0031 0.2163
H -0.0517 -0.7617 1.1526 0.2584

***

It comes down to *A*, which is 339.2 kJ/mol more stable than the next structure.